Here is a 11-piece molecular cluster, C25H66BF5O15S11 overall from the OMol25 dataset. Energies are from ωB97M-V/def2-TZVPD.

Structure (ORCA input):
```
! RIJCOSX wB97M-V def2-TZVPD def2/J DEFGRID3
* xyz 0 1
C -1.347 -0.538 -2.153
B -0.077 -1.234 -1.652
O 0.391 -2.367 -2.263
C 0.746 -0.722 -0.357
O -0.185 -0.276 0.613
C -0.171 -1.033 1.773
O -0.729 -2.144 1.805
S 1.734 0.773 -0.642
O 2.060 1.390 0.614
O 1.123 1.528 -1.697
C 3.394 0.201 -1.315
F 3.645 1.005 -2.368
F 4.322 0.375 -0.360
C 3.460 -1.250 -1.823
F 3.056 -2.099 -0.864
F 4.731 -1.529 -2.176
F 2.634 -1.375 -2.881
H -1.578 -0.944 -3.110
H -1.275 0.528 -2.207
H -2.169 -0.810 -1.523
H 0.743 -2.175 -3.131
H 1.368 -1.491 0.055
H 0.358 -0.621 2.621
C -5.844 1.409 -4.639
S -4.540 1.382 -3.408
O -4.084 -0.037 -3.296
C -5.608 1.695 -2.010
H -5.392 1.189 -5.603
H -6.589 0.652 -4.390
H -6.288 2.403 -4.658
H -6.357 0.903 -1.971
H -6.067 2.676 -2.118
H -4.986 1.678 -1.117
C 3.349 -3.072 5.540
S 2.713 -2.500 3.970
O 1.473 -1.711 4.269
C 2.168 -4.107 3.395
H 3.702 -2.198 6.083
H 2.554 -3.568 6.097
H 4.172 -3.758 5.357
H 1.454 -4.526 4.103
H 3.031 -4.762 3.299
H 1.690 -3.971 2.427
C 7.483 -2.684 1.220
S 7.054 -1.648 2.615
O 5.657 -2.004 3.001
C 6.948 -0.115 1.686
H 7.554 -3.704 1.584
H 6.706 -2.600 0.459
H 8.451 -2.374 0.829
H 6.209 -0.218 0.895
H 7.928 0.119 1.271
H 6.643 0.668 2.376
C -3.182 6.648 -2.817
S -3.392 5.487 -4.159
O -4.426 4.516 -3.702
C -1.809 4.666 -3.941
H -4.090 7.240 -2.733
H -3.008 6.099 -1.892
H -2.341 7.308 -3.028
H -1.739 4.276 -2.926
H -1.008 5.379 -4.133
H -1.754 3.848 -4.657
C 3.231 -8.820 6.314
S 2.637 -7.710 5.034
O 3.399 -6.445 5.183
C 1.017 -7.433 5.757
H 4.259 -9.078 6.072
H 3.192 -8.315 7.279
H 2.618 -9.721 6.324
H 1.132 -7.024 6.760
H 0.469 -8.374 5.784
H 0.492 -6.722 5.125
C -9.221 -2.767 -1.016
S -7.787 -1.705 -0.821
O -7.975 -0.562 -1.752
C -6.613 -2.804 -1.613
H -10.082 -2.233 -0.625
H -9.368 -2.986 -2.073
H -9.068 -3.685 -0.449
H -6.946 -3.017 -2.628
H -6.528 -3.721 -1.031
H -5.653 -2.292 -1.642
C -3.241 4.675 1.970
S -1.680 5.209 1.263
O -2.020 6.032 0.067
C -1.187 3.603 0.649
H -3.741 5.553 2.372
H -3.854 4.221 1.191
H -3.047 3.963 2.772
H -1.950 3.226 -0.033
H -1.044 2.920 1.485
H -0.248 3.724 0.122
C 11.383 -4.856 4.793
S 9.671 -4.421 4.477
O 9.666 -3.570 3.259
C 9.493 -3.308 5.872
H 11.707 -5.517 3.993
H 11.993 -3.953 4.798
H 11.453 -5.375 5.749
H 10.235 -2.514 5.799
H 9.615 -3.868 6.798
H 8.492 -2.885 5.826
C -5.502 9.139 -0.334
S -5.882 9.985 -1.873
O -4.589 10.215 -2.564
C -6.353 11.545 -1.117
H -5.135 8.147 -0.584
H -4.731 9.692 0.202
H -6.409 9.057 0.265
H -5.522 11.925 -0.524
H -7.234 11.392 -0.494
H -6.586 12.240 -1.919
C 0.217 -1.146 -7.849
S -0.138 -0.164 -6.389
O 0.110 -1.042 -5.215
C -1.916 -0.090 -6.632
H 1.286 -1.342 -7.863
H -0.332 -2.086 -7.797
H -0.065 -0.583 -8.737
H -2.324 -1.099 -6.671
H -2.121 0.446 -7.559
H -2.343 0.445 -5.785
*
```

Output
- E_LUMO: 0.50 eV
- DFT total energy: -191151.1908 eV
- Largest force on an atom: 4.4 eV Å⁻¹
- Orbital gap: 0.312 hartree
- E_HOMO: -7.98 eV

---

Here is C25H67AlF5N22O44S as an isolated structure from the OMol25 dataset. Energies are from ωB97M-V/def2-TZVPD.

Structure (ORCA input):
```
! RIJCOSX wB97M-V def2-TZVPD def2/J DEFGRID3
* xyz -1 1
C 0.193 2.168 -5.377
C -0.196 1.004 -5.425
Al -0.630 -0.939 -5.251
N -2.231 -1.328 -6.162
S 1.191 -2.053 -6.279
O 2.344 -1.162 -6.237
O 0.876 -2.401 -7.659
C 1.796 -3.589 -5.358
F 2.549 -4.365 -6.120
F 2.560 -3.228 -4.319
C 0.648 -4.447 -4.758
F 0.309 -3.994 -3.562
F 1.050 -5.692 -4.584
F -0.424 -4.418 -5.510
H 0.782 3.021 -5.150
H -0.805 -1.352 -3.739
H -2.748 -1.986 -5.582
H -1.974 -1.880 -6.982
C 0.086 6.687 -3.711
N 0.026 5.208 -3.551
O -1.014 4.725 -3.172
O 1.041 4.587 -3.815
H -0.880 7.101 -3.444
H 0.866 7.056 -3.051
H 0.325 6.895 -4.751
C 1.693 -2.041 -0.740
N 1.315 -0.696 -1.246
O 2.099 0.224 -1.059
O 0.252 -0.603 -1.811
H 2.659 -1.973 -0.255
H 0.925 -2.347 -0.038
H 1.733 -2.714 -1.593
C 0.314 0.522 2.480
N -0.132 -0.869 2.747
O -0.237 -1.609 1.794
O -0.368 -1.175 3.897
H 0.477 0.621 1.412
H -0.466 1.198 2.819
H 1.234 0.686 3.029
C -3.013 6.020 -6.512
N -2.212 7.202 -6.093
O -1.086 7.312 -6.534
O -2.733 7.986 -5.323
H -2.422 5.410 -7.191
H -3.263 5.467 -5.609
H -3.909 6.390 -7.003
C 1.427 4.585 -0.622
N 0.805 4.562 0.729
O 0.219 5.554 1.116
O 0.922 3.540 1.371
H 1.246 5.553 -1.072
H 2.491 4.410 -0.498
H 0.966 3.791 -1.208
C 5.234 -2.898 -2.297
N 5.381 -2.911 -0.817
O 4.381 -3.053 -0.144
O 6.505 -2.769 -0.372
H 4.187 -3.032 -2.540
H 5.590 -1.943 -2.646
H 5.834 -3.710 -2.693
C -2.865 -3.223 -2.329
N -3.915 -3.603 -3.316
O -3.765 -3.248 -4.465
O -4.862 -4.248 -2.907
H -2.095 -2.653 -2.844
H -3.344 -2.626 -1.560
H -2.462 -4.142 -1.912
C 8.813 -0.580 -4.568
N 7.342 -0.756 -4.437
O 6.650 0.235 -4.464
O 6.935 -1.895 -4.306
H 9.024 0.478 -4.674
H 9.271 -0.982 -3.669
H 9.130 -1.133 -5.447
C 4.174 2.714 -2.511
N 5.029 3.906 -2.233
O 6.142 3.933 -2.708
O 4.546 4.786 -1.543
H 4.733 2.025 -3.134
H 3.921 2.259 -1.557
H 3.280 3.063 -3.023
C -1.381 -4.469 3.389
N -2.381 -4.764 2.329
O -2.144 -4.402 1.198
O -3.387 -5.358 2.676
H -0.544 -3.940 2.948
H -1.873 -3.853 4.141
H -1.065 -5.421 3.809
C -5.002 -5.133 5.845
N -4.151 -3.956 6.172
O -3.014 -3.943 5.742
O -4.648 -3.078 6.845
H -4.422 -5.818 5.239
H -5.302 -5.591 6.786
H -5.866 -4.764 5.299
C 7.634 -2.268 2.558
N 8.403 -1.048 2.924
O 9.528 -0.935 2.491
O 7.844 -0.236 3.637
H 8.254 -2.888 1.923
H 7.383 -2.783 3.482
H 6.740 -1.950 2.031
C 4.621 -0.445 3.970
N 3.634 -0.728 2.894
O 3.879 -0.331 1.775
O 2.632 -1.339 3.215
H 5.451 0.104 3.544
H 4.120 0.142 4.734
H 4.951 -1.402 4.365
C -3.662 1.939 -0.967
N -3.295 2.268 -2.372
O -3.673 3.338 -2.813
O -2.650 1.440 -2.967
H -4.236 2.763 -0.557
H -4.250 1.026 -0.989
H -2.737 1.793 -0.416
C -0.811 -1.891 7.410
N -0.035 -0.682 7.802
O 1.103 -0.583 7.396
O -0.601 0.126 8.510
H -0.184 -2.515 6.784
H -1.090 -2.408 8.323
H -1.689 -1.556 6.866
C -5.739 -4.026 9.723
N -6.278 -5.383 10.014
O -6.422 -6.144 9.076
O -6.536 -5.641 11.168
H -5.559 -3.947 8.659
H -6.480 -3.302 10.047
H -4.816 -3.916 10.284
C -7.045 -4.415 -4.957
N -8.440 -4.364 -5.478
O -8.866 -3.295 -5.861
O -9.065 -5.407 -5.483
H -6.616 -3.423 -5.013
H -7.091 -4.760 -3.931
H -6.491 -5.113 -5.577
C -2.717 1.627 -8.213
N -3.044 2.998 -8.688
O -2.227 3.872 -8.466
O -4.106 3.167 -9.250
H -1.747 1.662 -7.727
H -3.487 1.335 -7.506
H -2.703 0.965 -9.073
C 6.623 2.979 5.999
N 5.348 2.498 5.402
O 4.905 3.098 4.449
O 4.835 1.522 5.914
H 6.957 3.845 5.440
H 6.421 3.234 7.035
H 7.341 2.166 5.928
C -1.146 6.220 4.356
N -2.612 6.064 4.554
O -3.300 7.060 4.530
O -3.021 4.932 4.729
H -0.926 7.272 4.214
H -0.657 5.835 5.245
H -0.870 5.644 3.476
C -4.954 2.625 5.977
N -5.374 1.221 6.245
O -5.523 0.484 5.294
O -5.540 0.910 7.407
H -4.846 2.758 4.908
H -5.726 3.277 6.374
H -4.009 2.787 6.485
*
```

Output
- E_LUMO: 0.92 eV
- DFT total energy: -180846.8758 eV
- Largest force on an atom: 2.3 eV Å⁻¹
- ΔE to the lowest compared entry with this formula, charge and spin: 0.0 kJ/mol
- Orbital gap: 0.259 hartree
- E_HOMO: -6.13 eV

---

Here is C25H67N5O7 as an isolated structure from the OMol25 dataset. Energies are from ωB97M-V/def2-TZVPD.

Structure (ORCA input):
```
! RIJCOSX wB97M-V def2-TZVPD def2/J DEFGRID3
* xyz 0 1
C 4.277 8.615 -24.689
C 5.717 8.882 -24.948
C 6.216 10.148 -24.232
O 6.578 7.839 -24.704
H 3.612 9.049 -25.435
H 3.980 9.119 -23.770
H 4.057 7.567 -24.484
H 5.896 9.080 -26.005
H 6.552 9.993 -23.206
H 5.620 11.034 -24.452
H 7.120 10.430 -24.773
H 7.395 8.046 -25.164
C 3.277 6.770 -23.061
O 2.945 7.572 -24.266
C 2.545 6.782 -25.312
C 2.031 7.491 -26.553
N 1.563 6.638 -27.625
C 0.389 5.767 -27.334
C -0.805 6.100 -28.251
O -1.972 5.389 -27.799
C -3.185 5.927 -28.382
H 3.886 7.378 -22.391
H 3.829 5.879 -23.359
H 2.335 6.466 -22.604
H 1.912 6.012 -24.871
H 3.388 6.298 -25.806
H 2.943 7.853 -27.028
H 1.442 8.393 -26.388
H 2.301 5.978 -27.825
H -0.001 5.914 -26.327
H 0.508 4.685 -27.279
H -0.596 5.756 -29.264
H -0.973 7.177 -28.274
H -3.001 6.027 -29.452
H -3.330 6.859 -27.835
H -3.985 5.252 -28.079
C 8.994 6.954 -19.172
C 9.903 8.189 -19.441
C 10.654 8.275 -20.806
O 11.729 9.224 -20.899
C 11.827 9.837 -22.192
N 8.948 9.248 -19.232
H 8.226 6.934 -19.945
H 8.600 7.082 -18.164
H 9.656 6.098 -19.303
H 10.725 8.125 -18.727
H 9.877 8.440 -21.553
H 11.219 7.361 -20.991
H 12.805 10.313 -22.123
H 10.978 10.520 -22.209
H 11.736 9.139 -23.025
H 8.183 9.126 -19.880
H 9.328 10.161 -19.437
C 6.050 7.208 -20.162
C 6.025 7.934 -21.601
C 7.449 8.267 -22.011
O 8.181 9.176 -21.143
C 7.472 10.383 -20.895
N 5.402 7.040 -22.589
H 6.691 7.807 -19.515
H 6.661 6.328 -20.359
H 5.185 6.945 -19.553
H 5.378 8.809 -21.536
H 7.544 8.750 -22.983
H 8.077 7.384 -21.892
H 7.837 10.959 -20.045
H 6.433 10.229 -20.606
H 7.479 11.170 -21.649
H 5.911 6.244 -22.947
H 5.153 7.617 -23.380
C 7.789 5.342 -23.300
C 8.908 6.211 -23.995
C 9.634 7.343 -23.099
O 10.868 7.783 -23.776
C 10.769 8.362 -25.075
N 9.897 5.253 -24.572
H 7.246 4.611 -23.899
H 7.094 6.152 -23.080
H 8.088 4.852 -22.373
H 8.487 6.554 -24.939
H 9.732 6.976 -22.077
H 8.959 8.186 -22.955
H 11.708 8.896 -25.219
H 9.932 9.049 -24.950
H 10.648 7.553 -25.795
H 10.068 4.431 -24.011
H 10.758 5.773 -24.656
C 2.933 7.779 -20.876
C 2.655 8.805 -19.741
C 3.253 10.240 -19.930
O 4.655 10.307 -19.908
C 5.132 10.328 -18.527
N 1.204 8.847 -19.351
H 3.955 7.401 -20.895
H 2.767 8.314 -21.811
H 2.292 6.919 -21.074
H 3.157 8.371 -18.876
H 2.806 11.073 -19.386
H 2.957 10.536 -20.936
H 4.826 9.491 -17.900
H 4.845 11.211 -17.956
H 6.218 10.253 -18.584
H 0.720 7.997 -19.098
H 0.740 9.289 -20.132
*
```

Output
- E_LUMO: 0.50 eV
- DFT total energy: -48769.9159 eV
- Largest force on an atom: 16.2 eV Å⁻¹
- ΔE to the lowest compared entry with this formula, charge and spin: 2027.9 kJ/mol
- Orbital gap: 0.279 hartree
- E_HOMO: -7.08 eV

---

Which of these has the highest DFT total energy?
C25H67N5O7

---

Which value of largest force on an atom does entry 2 give?
2.3 eV Å⁻¹